The following is a quantum chemistry calculation of 3 unconnected molecules or ions with the total composition C15H37N4O3P2 at a distorted geometry, from OMol25.

Geometry as XYZ:
```
61
C15H37N4O3P2 (wB97M-V/def2-TZVPD)
O -6.071 1.552 4.865
P -6.358 1.577 3.425
O -7.555 2.509 2.970
O -6.698 0.204 2.717
P -4.529 2.211 2.403
N -3.989 3.484 3.514
C -2.658 3.878 3.573
C -2.546 4.817 4.522
N -3.815 4.992 5.040
C -4.664 4.192 4.418
H -8.075 2.812 3.732
H -6.049 -0.479 2.961
H -4.998 2.937 1.294
H -1.890 3.456 2.940
H -1.688 5.370 4.868
H -4.085 5.614 5.788
H -5.717 4.102 4.632
C -2.341 0.587 -0.303
C -0.877 0.179 -0.267
N -0.159 0.784 0.845
C 1.287 0.660 0.730
C 1.894 -0.745 0.770
C -0.716 0.532 2.161
C -0.901 -0.923 2.610
H -2.429 1.676 -0.284
H -2.818 0.222 -1.213
H -2.893 0.176 0.545
H -0.395 0.517 -1.187
H -0.814 -0.920 -0.272
H 1.743 1.272 1.514
H 1.571 1.134 -0.214
H 1.887 -1.170 1.773
H 2.937 -0.699 0.451
H 1.380 -1.432 0.097
H -1.696 1.022 2.211
H -0.088 1.058 2.888
H -1.361 -1.531 1.830
H -1.556 -0.959 3.484
H 0.040 -1.390 2.894
C 5.137 -4.585 -3.450
C 4.291 -3.418 -2.963
N 4.676 -2.151 -3.559
C 4.097 -1.000 -2.896
C 2.572 -0.833 -2.932
C 4.681 -2.116 -5.013
C 3.379 -2.464 -5.746
H 6.198 -4.373 -3.315
H 4.892 -5.481 -2.879
H 4.961 -4.811 -4.502
H 4.423 -3.316 -1.882
H 3.228 -3.663 -3.124
H 4.564 -0.101 -3.307
H 4.411 -1.043 -1.848
H 2.216 -0.516 -3.912
H 2.275 -0.062 -2.217
H 2.054 -1.753 -2.657
H 5.460 -2.797 -5.361
H 5.016 -1.121 -5.316
H 2.914 -3.363 -5.341
H 3.593 -2.654 -6.799
H 2.649 -1.656 -5.705
```

**LUMO level**: -3.17 eV
**M**: 383.43 u
**Charge**: +1
**HOMO-LUMO gap**: 6.2 eV